a | This record from the OMol25 dataset describes a structure of composition C4H3N. The level of theory is wB97M-V/def2-TZVPD.

Computed properties:
Highest occupied orbital energy in eV: -8.80
LUMO level in eV: 0.0826
Kohn-Sham gap in eV: 8.9

Positions of all 8 atoms, in Å:
C  -1.126  -0.430  1.324
C  -0.512  -0.067  0.286
C  0.221  0.496  -0.692
C  1.455  -0.090  -1.055
N  2.435  -0.607  -1.407
H  -1.842  -1.200  1.673
H  -0.346  0.751  1.259
H  -0.284  1.145  -1.388



b | This record from the OMol25 dataset describes an isolated molecule of C4H3N. The level of theory is wB97M-V/def2-TZVPD.

Computed properties:
SMILES: C#C[C@H]1C=N1
Highest occupied orbital energy in eV: -9.82
LUMO level in eV: 1.0337
Kohn-Sham gap in eV: 10.9

Positions of all 8 atoms, in Å:
C  -0.195  0.183  2.032
C  0.032  -0.264  0.933
C  0.469  0.574  -1.477
C  0.454  -0.533  -0.559
N  1.625  0.116  -1.269
H  -0.310  0.127  3.078
H  -0.057  1.307  -1.985
H  0.335  -1.565  -0.971



Relative energies with respect to the most stable structure, expressed in kcal/mol: a 17.4; b 0.0.



a | This record from the OMol25 dataset describes a cluster of 2 separate species, C3H11N2 in total. The level of theory is wB97M-V/def2-TZVPD.

Computed properties:
Highest occupied orbital energy in eV: -12.86
LUMO level in eV: -3.4813
Kohn-Sham gap in eV: 9.4
Charge: +1

Positions of all 16 atoms, in Å:
C  -1.968  0.278  -0.879
N  -0.695  1.032  -0.775
H  -1.693  -0.792  -1.073
H  -2.478  0.620  -1.771
H  -2.622  0.592  -0.016
H  -0.479  1.663  -1.575
H  -0.715  1.792  -0.079
H  0.225  0.538  -0.637
C  1.145  -0.114  1.882
C  1.026  -1.026  0.917
N  1.591  -0.945  -0.382
H  1.334  0.907  1.540
H  0.714  -0.204  2.858
H  0.585  -1.979  1.221
H  2.492  -0.501  -0.418
H  1.538  -1.860  -0.813



b | This record from the OMol25 dataset describes a structure of composition C3H11N2. The level of theory is wB97M-V/def2-TZVPD.

Computed properties:
Highest occupied orbital energy in eV: -15.16
LUMO level in eV: -3.6774
Kohn-Sham gap in eV: 11.5
Charge: +1

Positions of all 16 atoms, in Å:
C  -1.463  -2.012  0.103
N  -1.387  -0.540  -0.275
H  -1.370  -2.551  -0.821
H  -0.509  -2.145  0.863
H  -2.251  -2.329  0.739
H  -1.577  -0.352  -1.231
H  -0.386  -0.010  0.340
H  -2.192  -0.092  0.197
C  0.684  2.098  -0.146
C  1.784  -0.077  0.066
N  0.759  0.640  0.303
H  -0.339  2.293  -0.505
H  1.482  2.376  -0.844
H  0.876  2.739  0.759
H  1.905  -1.034  0.571
H  2.726  0.351  -0.408



Relative energies with respect to the most stable structure, expressed in kcal/mol: a 0.0; b 12.9.



a | This record from the OMol25 dataset describes the ion C3H11N2 with charge +1. The level of theory is wB97M-V/def2-TZVPD.

Computed properties:
SMILES: C[NH2+]CCN
Highest occupied orbital energy in eV: -14.24
LUMO level in eV: -3.0792
Kohn-Sham gap in eV: 11.2
Charge: +1

Positions of all 16 atoms, in Å:
C  -0.038  -1.215  -0.786
N  1.030  -0.666  -1.573
C  -0.938  -0.071  -0.235
N  0.084  0.902  0.382
C  -0.033  0.998  1.887
H  -0.726  -1.886  -1.291
H  0.389  -1.969  -0.109
H  0.787  -0.301  -2.487
H  1.931  -1.105  -1.688
H  -1.423  0.277  -1.145
H  -1.618  -0.448  0.512
H  -0.120  1.834  0.016
H  0.968  0.630  -0.132
H  0.793  0.452  2.332
H  -0.109  2.056  2.123
H  -0.975  0.512  2.195



b | This record from the OMol25 dataset describes the ion C3H11N2 with charge +1. The level of theory is wB97M-V/def2-TZVPD.

Computed properties:
SMILES: CNCC[NH3+]
Highest occupied orbital energy in eV: -14.32
LUMO level in eV: -3.3392
Kohn-Sham gap in eV: 11.0
Charge: +1

Positions of all 16 atoms, in Å:
C  -0.644  -0.735  -0.999
N  -1.285  -1.051  0.315
C  -0.066  0.714  -0.820
N  0.337  0.846  0.558
C  1.677  0.319  0.843
H  -1.409  -0.743  -1.773
H  0.119  -1.472  -1.209
H  -2.299  -0.905  0.293
H  -1.142  -2.022  0.606
H  -0.871  1.412  -1.058
H  0.749  0.807  -1.541
H  0.305  1.794  0.891
H  -0.805  -0.370  0.965
H  2.434  0.792  0.218
H  1.711  -0.749  0.633
H  1.870  0.474  1.904



c | This record from the OMol25 dataset describes a cluster of 2 separate species, C3H11N2 in total. The level of theory is wB97M-V/def2-TZVPD.

Computed properties:
Highest occupied orbital energy in eV: -13.26
LUMO level in eV: -3.3151
Kohn-Sham gap in eV: 9.9
Charge: +1

Positions of all 16 atoms, in Å:
C  -2.221  0.496  0.490
N  -1.530  -0.133  -0.668
H  -3.293  0.576  0.333
H  -2.092  -0.172  1.334
H  -1.805  1.474  0.698
H  -0.491  -0.227  -0.516
H  -1.695  0.279  -1.583
H  -1.767  -1.123  -0.674
C  1.381  -0.297  1.330
C  1.656  0.295  0.177
N  1.288  -0.347  -1.072
H  1.001  -1.315  1.408
H  1.501  0.130  2.313
H  2.346  1.127  0.118
H  1.497  -1.303  -0.959
H  1.879  0.022  -1.808



Relative energies with respect to the most stable structure, expressed in kcal/mol: a 10.8; b 0.0; c 16.1.



a | This record from the OMol25 dataset describes a cluster of 2 separate species, C3H11N2 in total. The level of theory is wB97M-V/def2-TZVPD.

Computed properties:
Highest occupied orbital energy in eV: -12.51
LUMO level in eV: -5.9207
Kohn-Sham gap in eV: 6.6
Charge: +1

Positions of all 16 atoms, in Å:
C  1.532  1.028  1.588
N  1.067  -0.311  1.247
C  0.997  -0.533  -0.180
H  2.574  1.160  1.303
H  0.931  1.824  1.121
H  1.450  1.173  2.664
H  0.196  -0.509  1.727
H  0.661  0.353  -0.760
H  0.391  -1.399  -0.454
H  2.000  -0.763  -0.547
C  -1.891  -0.479  -1.907
N  -2.065  -0.140  -0.694
H  -0.923  -0.302  -2.359
H  -2.731  -0.919  -2.431
H  -2.895  -0.422  -0.178
H  -1.295  0.239  -0.142



b | This record from the OMol25 dataset describes a cluster of 2 separate species, C3H11N2 in total. The level of theory is wB97M-V/def2-TZVPD.

Computed properties:
Highest occupied orbital energy in eV: -15.37
LUMO level in eV: -4.3977
Kohn-Sham gap in eV: 11.0
Charge: +1

Positions of all 16 atoms, in Å:
C  1.842  0.381  -0.326
C  2.143  1.823  -0.720
H  2.627  -0.054  0.287
H  0.956  0.448  0.302
H  1.720  -0.293  -1.169
H  2.169  2.451  0.162
H  1.409  2.179  -1.440
H  3.127  1.960  -1.171
N  -1.756  -1.149  1.456
C  -1.139  -1.107  0.299
N  -1.433  -0.245  -0.648
H  -2.049  -0.282  1.890
H  -1.450  -1.815  2.164
H  -0.346  -1.819  0.094
H  -0.659  0.042  -1.238
H  -2.255  0.334  -0.498



c | This record from the OMol25 dataset describes a cluster of 2 separate species, C3H11N2 in total. The level of theory is wB97M-V/def2-TZVPD.

Computed properties:
Highest occupied orbital energy in eV: -13.82
LUMO level in eV: -3.2265
Kohn-Sham gap in eV: 10.6
Charge: +1

Positions of all 16 atoms, in Å:
C  0.041  0.708  -2.194
N  -0.760  -0.218  -1.322
H  0.654  1.226  -1.474
H  -0.615  1.296  -2.821
H  0.696  0.078  -2.766
H  -1.774  -0.078  -1.386
H  -0.768  -1.219  -1.537
H  -0.659  -0.103  -0.280
C  0.654  -1.398  1.264
C  0.712  -0.099  1.543
N  -0.335  0.844  1.196
H  -0.242  -2.009  1.217
H  1.544  -1.938  1.570
H  1.520  0.243  2.178
H  -1.033  0.818  1.935
H  0.086  1.766  1.191



d | This record from the OMol25 dataset describes a cluster of 2 separate species, C3H11N2 in total. The level of theory is wB97M-V/def2-TZVPD.

Computed properties:
Highest occupied orbital energy in eV: -13.07
LUMO level in eV: -4.3066
Kohn-Sham gap in eV: 8.8
Charge: +1

Positions of all 16 atoms, in Å:
C  0.702  0.619  -2.114
N  0.215  -0.602  -1.325
H  1.558  0.987  -1.507
H  -0.073  1.406  -2.068
H  1.226  0.123  -2.967
H  0.997  -1.314  -1.435
H  -0.108  -0.357  -0.354
H  -0.740  -1.045  -1.592
C  0.588  -0.095  1.999
C  -1.698  0.158  1.374
N  -0.545  0.308  0.910
H  1.067  0.853  2.171
H  0.017  -0.290  2.885
H  1.314  -0.776  1.555
H  -2.487  0.909  1.101
H  -2.033  -0.883  1.367



Relative energies with respect to the most stable structure, expressed in kcal/mol: a 39.1; b 0.0; c 23.6; d 86.1.



a | This record from the OMol25 dataset describes an isolated molecule of C18H27ClN2O3. The level of theory is wB97M-V/def2-TZVPD.

Computed properties:
SMILES: CC(C)OCCCNC(=O)[C@H](NC(=O)c1ccc(Cl)cc1)C(C)C
Highest occupied orbital energy in eV: -9.35
LUMO level in eV: 0.2749
Kohn-Sham gap in eV: 9.6

Positions of all 51 atoms, in Å:
C  0.274  -1.082  4.205
H  0.639  -0.526  5.065
H  -0.351  -1.899  4.557
H  -0.329  -0.414  3.593
C  1.461  -1.628  3.409
C  2.306  -0.488  2.833
H  1.711  0.169  2.204
H  2.721  0.102  3.646
H  3.125  -0.896  2.246
O  1.082  -2.574  2.421
C  0.075  -2.181  1.510
C  0.263  -2.960  0.209
H  0.309  -4.023  0.445
H  -0.594  -2.782  -0.443
C  1.548  -2.567  -0.526
N  1.528  -1.187  -0.964
C  0.954  -0.818  -2.122
O  0.556  -1.588  -2.972
C  0.785  0.713  -2.240
N  -0.446  1.023  -1.529
C  -0.480  1.158  -0.191
O  0.538  1.157  0.491
C  -1.827  1.321  0.422
C  -2.969  0.718  -0.097
C  -4.186  0.863  0.541
C  -4.265  1.616  1.704
C  -3.133  2.208  2.245
C  -1.920  2.049  1.605
H  -1.022  2.491  2.012
H  -3.205  2.779  3.157
Cl  -5.788  1.804  2.493
H  -5.072  0.393  0.144
H  -2.916  0.103  -0.983
H  -1.302  0.951  -2.055
H  1.600  1.217  -1.709
C  0.721  1.185  -3.693
C  2.040  0.866  -4.393
H  2.224  -0.204  -4.383
H  2.005  1.199  -5.427
H  2.867  1.369  -3.896
C  0.428  2.682  -3.765
H  1.225  3.243  -3.281
H  -0.510  2.930  -3.273
H  0.366  3.000  -4.802
H  -0.079  0.627  -4.192
H  1.684  -0.478  -0.260
H  1.661  -3.189  -1.417
H  2.404  -2.710  0.135
H  -0.918  -2.407  1.928
H  0.119  -1.106  1.314
H  2.091  -2.228  4.079



b | This record from the OMol25 dataset describes a cluster of 2 separate species, C18H27ClN2O3 in total. The level of theory is wB97M-V/def2-TZVPD.

Computed properties:
SMILES: Cc1cnc2cc(C[C@H](C)Cl)ccc2n1.COCCOCCOC
Highest occupied orbital energy in eV: -8.99
LUMO level in eV: 0.0649
Kohn-Sham gap in eV: 9.1

Positions of all 51 atoms, in Å:
C  8.179  0.706  1.257
C  6.792  1.239  1.475
C  6.418  1.747  2.764
N  5.234  2.211  3.033
C  4.326  2.200  2.013
C  3.023  2.677  2.235
C  2.101  2.683  1.232
C  0.707  3.190  1.467
C  -0.402  2.178  1.223
C  -1.757  2.713  1.641
Cl  -0.086  0.661  2.132
C  2.474  2.194  -0.045
C  3.725  1.718  -0.289
C  4.686  1.708  0.738
N  5.938  1.226  0.487
H  8.934  1.445  1.528
H  8.303  0.440  0.209
H  8.350  -0.189  1.860
H  7.155  1.746  3.565
H  2.764  3.037  3.225
H  0.614  3.541  2.497
H  0.521  4.031  0.790
H  -0.405  1.896  0.169
H  -2.548  2.008  1.383
H  -1.779  2.856  2.723
H  -1.967  3.659  1.139
H  1.750  2.200  -0.852
H  4.007  1.345  -1.266
C  -0.703  -2.097  -0.350
O  -1.934  -2.656  -0.751
C  -2.911  -2.593  0.271
C  -4.306  -2.683  -0.301
O  -4.759  -1.485  -0.910
C  -4.294  -1.198  -2.215
C  -5.051  -1.915  -3.309
O  -4.700  -3.285  -3.364
C  -5.723  -4.101  -3.884
H  -0.235  -2.686  0.448
H  -0.045  -2.093  -1.217
H  -0.838  -1.071  0.005
H  -2.815  -1.656  0.833
H  -2.766  -3.428  0.972
H  -4.990  -2.845  0.535
H  -4.389  -3.533  -0.982
H  -3.221  -1.380  -2.308
H  -4.475  -0.129  -2.350
H  -4.811  -1.437  -4.269
H  -6.127  -1.803  -3.130
H  -6.650  -3.993  -3.309
H  -5.384  -5.132  -3.815
H  -5.932  -3.868  -4.935



Relative energies with respect to the most stable structure, expressed in kcal/mol: a 0.0; b 65.0.